1.
# C8H26B2O29

A 15-piece molecular cluster, C8H26B2O29 overall (wB97M-V/def2-TZVPD, the Open Molecules 2025 dataset).

E_HOMO   -0.205 Eh
Gap between HOMO and LUMO   8.697 eV
Net charge   -2
E_LUMO   3.11 eV

Each line ends with the Löwdin charge.
Geometry (Å):
O: -0.4957 -2.6697 -2.1390  0.1082
C: 0.0434 -1.5913 -2.3979  -0.3733
O: -0.5596 -0.4288 -2.4858  0.2346
B: 0.4711 0.6224 -2.4440  -0.8343
O: 1.7626 -0.0884 -2.6619  0.2136
C: 1.5633 -1.3889 -2.4548  -0.3917
O: 2.3639 -2.2828 -2.4226  0.1417
O: 0.5581 1.3078 -1.1211  0.2854
C: 0.5035 2.5299 -1.2818  -0.4690
O: 0.5450 3.4152 -0.4322  0.0999
C: 0.4062 2.8652 -2.7806  -0.3115
O: 0.2469 1.6706 -3.4827  0.1900
O: 0.3659 3.9555 -3.3299  0.1076
O: -1.7440 -6.7691 5.7372  0.0870
C: -1.3377 -5.6006 5.7115  -0.4159
O: -0.2925 -5.1760 5.1118  0.2443
B: -0.1398 -3.7003 5.3661  -0.8721
O: -1.4182 -3.3582 5.9657  0.2281
C: -2.0499 -4.4426 6.4143  -0.3544
O: -2.9277 -4.4252 7.2633  0.1179
O: 0.1620 -2.9618 4.1572  0.2630
C: 1.3443 -2.4981 4.1381  -0.3979
O: 1.8660 -1.8181 3.2562  0.1157
C: 1.9548 -2.8860 5.5321  -0.3590
O: 1.0163 -3.4859 6.2592  0.2306
O: 3.0837 -2.5649 5.8582  0.1134
O: 3.7054 -6.3374 1.2992  -0.0531
H: 2.9821 -6.9612 1.3618  0.0257
H: 3.5692 -5.8952 0.4613  0.0274
O: -0.4003 10.0968 -1.6996  -0.0581
H: 0.3138 10.3432 -1.1118  0.0263
H: -0.2202 9.1845 -1.9267  0.0318
O: -0.9722 3.3027 5.3961  -0.0497
H: -0.6019 3.0185 6.2317  0.0288
H: -0.3464 3.9457 5.0626  0.0279
O: -2.3359 -8.1202 0.5937  -0.0586
H: -2.3024 -7.2842 0.1286  0.0294
H: -3.0956 -8.0434 1.1709  0.0291
O: 4.7744 -0.0469 -7.4322  -0.0586
H: 5.3343 -0.4495 -6.7684  0.0284
H: 3.9092 -0.4265 -7.2786  0.0301
O: -3.7275 7.8843 -5.4934  -0.0565
H: -3.1838 8.6692 -5.5616  0.0249
H: -3.1626 7.2370 -5.0715  0.0316
O: 4.2642 6.9421 1.6815  -0.0592
H: 3.4658 6.4143 1.6657  0.0320
H: 4.8869 6.4202 2.1876  0.0270
O: 6.5101 2.9454 -2.8730  -0.0568
H: 5.8061 2.4298 -3.2664  0.0302
H: 6.2048 3.8509 -2.9293  0.0266
O: -3.7995 5.6398 0.9561  -0.0581
H: -4.1326 5.2723 0.1375  0.0278
H: -3.0346 5.1040 1.1661  0.0298
O: -4.6783 -1.7351 0.2167  -0.0560
H: -4.5106 -0.9274 0.7021  0.0212
H: -4.4533 -1.5219 -0.6890  0.0282
O: 1.0914 -8.1200 -3.1717  -0.0566
H: 0.1378 -8.1496 -3.2492  0.0268
H: 1.2547 -7.5171 -2.4464  0.0297
O: -4.7132 1.1225 -6.3511  -0.0553
H: -3.7742 1.3049 -6.3149  0.0311
H: -4.7891 0.3710 -6.9391  0.0241
O: -2.6965 0.6966 2.6772  -0.0534
H: -2.1372 1.2889 3.1797  0.0210
H: -2.4345 -0.1792 2.9608  0.0310

---

2.
# C5H14N2

The molecule C5H14N2 (wB97M-V/def2-TZVPD, the Open Molecules 2025 dataset).

E_HOMO   -0.317 Eh
Structure (SMILES)   CNCCCCN
Gap between HOMO and LUMO   9.603 eV
Net charge   0
E_LUMO   0.98 eV

Each line ends with the Löwdin charge.
Geometry (Å):
C: -1.7542 0.1725 -2.2213  -0.1425
N: -0.4737 0.4996 -1.6384  -0.1288
C: -0.5824 1.1839 -0.3459  -0.2887
C: 0.7479 1.3322 0.3739  -0.1756
C: 1.4798 -0.0597 0.5773  -0.1980
C: 0.6384 -1.2963 1.0239  -0.2838
N: 0.7619 -1.5021 2.4761  -0.0090
H: -2.1877 1.1168 -2.5599  0.0765
H: -1.5163 -0.3594 -3.1469  0.0778
H: -2.4836 -0.3753 -1.6066  0.0758
H: 0.2743 -0.1472 -1.5003  0.0722
H: -0.9882 2.2058 -0.5443  0.1183
H: -1.3709 0.7185 0.2509  0.0949
H: 1.4001 1.9567 -0.2355  0.1053
H: 0.6922 1.6983 1.4021  0.1056
H: 1.9713 -0.3308 -0.3514  0.0863
H: 2.1879 0.1284 1.3890  0.0970
H: 1.0618 -2.1359 0.4868  0.1000
H: -0.3761 -1.1423 0.6252  0.0924
H: 0.6343 -2.4933 2.6708  0.0600
H: -0.1169 -1.1703 2.8745  0.0644

---

3.
# C25H48ClLuNO2P2S2

C25H48ClLuNO2P2S2 as an isolated structure (wB97M-V/def2-TZVPD, the Open Molecules 2025 dataset).

E_HOMO (spin up / spin down)   -0.115 / -0.115 Eh
Gap between HOMO and LUMO (spin up / spin down)   4.959 / 4.959 eV
Net charge   -1
E_LUMO (spin up / spin down)   1.83 / 1.83 eV

Each line ends with the Löwdin charge.
Geometry (Å):
Lu: 0.1810 0.1194 -1.0109  0.3831
Cl: 0.1250 0.1535 -3.4620  -0.0171
P: -0.1662 -2.2202 -1.2253  0.9049
C: 0.8703 -3.0132 -2.5921  -0.5334
C: 0.1087 -3.3481 0.2353  -0.5373
C: -1.9134 -2.4737 -1.8578  -0.5411
C: 2.2600 -2.4115 -2.7540  -0.1826
H: 0.3041 -2.7518 -3.4868  0.0785
C: 0.9807 -4.5334 -2.5093  -0.1352
H: 1.7375 -4.8400 -1.7907  0.0686
H: 1.2907 -4.9182 -3.4812  0.0760
H: 0.0535 -5.0312 -2.2471  0.0421
H: 2.2274 -1.4829 -3.3104  0.0120
H: 2.8887 -3.1113 -3.3066  0.0661
H: 2.7421 -2.2226 -1.7976  0.0440
H: -1.8407 -1.9361 -2.8056  0.0728
C: -2.9781 -1.7760 -1.0186  -0.1547
C: -2.3229 -3.9089 -2.1501  -0.1254
H: -1.8590 -4.3000 -3.0504  0.0631
H: -3.4023 -3.9527 -2.3004  0.0726
H: -2.0884 -4.5782 -1.3227  0.0646
H: -2.5564 -1.0206 -0.3614  0.0146
H: -3.5413 -2.4788 -0.4111  0.0648
H: -3.6878 -1.2796 -1.6804  0.0798
C: 1.5229 -3.1697 0.7772  -0.1450
H: 0.0296 -4.3556 -0.1736  0.0786
C: -0.9347 -3.2172 1.3368  -0.1042
H: 2.2794 -3.5685 0.1076  0.0582
H: 1.6159 -3.6983 1.7267  0.0713
H: 1.7460 -2.1225 0.9506  -0.0206
H: -1.1476 -2.1816 1.5772  0.0406
H: -0.5593 -3.6967 2.2418  0.0742
H: -1.8649 -3.7107 1.0735  0.0667
H: 1.7388 -0.1302 -1.4171  -0.1468
H: -1.3900 0.3881 -1.3452  -0.1486
P: 0.5192 2.4648 -1.1771  0.8999
C: -0.6530 3.3097 -2.3953  -0.5300
C: 0.4117 3.5385 0.3450  -0.5380
C: 2.1901 2.7357 -1.9841  -0.5435
C: -2.0513 2.7075 -2.4424  -0.1774
H: -0.1805 3.0906 -3.3535  0.0800
C: -0.7574 4.8241 -2.2358  -0.1342
H: -1.4297 5.0953 -1.4246  0.0681
H: -1.1756 5.2472 -3.1495  0.0751
H: 0.1921 5.3175 -2.0586  0.0429
H: -2.0596 1.7641 -2.9745  0.0123
H: -2.7164 3.3942 -2.9684  0.0669
H: -2.4654 2.5458 -1.4499  0.0542
H: 2.0088 2.2424 -2.9414  0.0650
C: 3.3319 1.9938 -1.2980  -0.1630
C: 2.5850 4.1791 -2.2559  -0.1261
H: 2.0121 4.6251 -3.0630  0.0621
H: 3.6345 4.2156 -2.5503  0.0708
H: 2.4806 4.8068 -1.3713  0.0664
H: 2.9787 1.2921 -0.5477  0.0106
H: 4.0305 2.6762 -0.8221  0.0614
H: 3.8903 1.4275 -2.0434  0.0767
C: -0.9481 3.3656 1.0134  -0.1140
H: 0.4748 4.5603 -0.0301  0.0781
C: 1.5527 3.3434 1.3347  -0.1354
H: -1.7229 3.9637 0.5422  0.0649
H: -0.8815 3.6797 2.0557  0.0770
H: -1.2651 2.3284 0.9927  0.0296
H: 1.6728 2.3047 1.6219  -0.0178
H: 1.3405 3.9145 2.2396  0.0747
H: 2.4966 3.7056 0.9399  0.0590
O: -3.9290 -0.0777 3.4725  -0.3648
S: -2.6781 0.5903 4.0596  0.8212
O: -2.9060 2.1051 4.1839  -0.3661
N: -1.7016 0.6136 2.5995  -0.0524
C: -0.5736 0.0207 2.7631  -0.7120
S: 0.7710 0.0296 1.5796  0.6085
C: -0.3451 -0.5175 4.1152  -0.2349
C: 0.7907 -1.1835 4.5861  -0.0142
C: 0.8269 -1.5955 5.9260  -0.0560
C: -0.2629 -1.3343 6.7773  -0.0716
C: -1.3988 -0.6656 6.2891  -0.0400
C: -1.4131 -0.2733 4.9496  -0.2485
H: 1.6339 -1.3792 3.9366  0.0976
H: 1.7005 -2.1102 6.3069  0.1015
H: -0.2209 -1.6480 7.8123  0.0976
H: -2.2367 -0.4558 6.9400  0.1129

---

4.
# C6H10NS2

A 2-piece molecular cluster, C6H10NS2 overall (wB97M-V/def2-TZVPD, the Open Molecules 2025 dataset).

E_HOMO   -0.492 Eh
Gap between HOMO and LUMO   7.516 eV
Net charge   +1
E_LUMO   -5.86 eV

Each line ends with the Löwdin charge.
Geometry (Å):
C: -0.1064 -0.3440 -2.6081  -0.1461
C: 0.8738 -0.2519 -1.6180  -0.0876
C: -0.8193 -1.4907 -2.5443  -0.3008
C: 0.7928 -1.3231 -0.6880  -0.6136
C: -0.6207 1.2504 1.1565  -0.1450
C: 1.4139 -1.4876 0.5749  -0.4991
N: -0.2435 0.1328 2.0352  -0.0814
S: -0.4873 -2.4029 -1.1088  1.1237
S: 2.6920 -0.5608 1.1207  0.9228
H: -0.1895 0.3538 -3.4522  0.1380
H: 1.5620 0.5593 -1.7919  0.1236
H: -1.5315 -1.7825 -3.2491  0.0740
H: -1.2148 0.9022 0.4283  0.0294
H: -0.9490 2.0614 1.7303  0.0688
H: 0.2583 1.6012 0.5549  0.0865
H: 1.2978 -2.3920 1.2302  0.1066
H: -1.0607 -0.1021 2.6917  0.1194
H: 0.4444 0.4847 2.7484  0.0792
H: 3.1546 -0.2573 -0.2211  0.0015

---

5.
# C26H32N3

A 2-piece molecular cluster, C26H32N3 overall (wB97M-V/def2-TZVPD, the Open Molecules 2025 dataset).

E_HOMO   -0.376 Eh
Gap between HOMO and LUMO   5.860 eV
Net charge   +1
E_LUMO   -4.38 eV

Each line ends with the Löwdin charge.
Geometry (Å):
C: -1.2813 1.1630 3.4468  0.0159
C: -0.3241 0.2411 2.8177  -0.1644
N: 0.8113 -0.0989 3.4651  -0.0152
C: 1.2322 0.4728 4.7325  0.0216
C: 1.4987 -1.0981 2.7749  -0.1536
C: 0.7186 -1.4543 1.6463  -0.0832
C: 1.1126 -2.6037 0.9657  -0.0014
C: 2.3707 -3.1628 1.2384  -0.0483
C: 3.1683 -2.7082 2.2997  -0.0524
C: 2.7036 -1.6827 3.1303  0.0045
C: -0.4333 -0.5320 1.6329  -0.0787
C: -1.4964 -0.3967 0.7352  0.0954
C: -1.6618 -1.2188 -0.4082  -0.1101
C: -2.7451 -2.0759 -0.7466  -0.1838
C: -4.0036 -2.3771 -0.0400  0.0004
N: -2.4327 -2.7329 -1.8931  -0.0386
C: -3.3004 -3.6924 -2.5582  0.0111
C: -1.1885 -2.3206 -2.3796  -0.1543
C: -0.6798 -1.3685 -1.4634  -0.1370
C: 0.6013 -0.8691 -1.6582  -0.0347
C: 1.3338 -1.3033 -2.7635  -0.0571
C: 0.8058 -2.2451 -3.6674  -0.0607
C: -0.4771 -2.7811 -3.4791  -0.0006
H: -2.1738 1.2348 2.8207  0.0815
H: -1.5967 0.8215 4.4505  0.1131
H: -0.8397 2.1669 3.5523  0.1113
H: 2.1970 0.0443 5.0023  0.0846
H: 1.3333 1.5637 4.6430  0.1125
H: 0.5071 0.2576 5.5326  0.1121
H: 0.4435 -3.0760 0.2513  0.1196
H: 2.7561 -3.9663 0.6141  0.1130
H: 4.1446 -3.1461 2.5039  0.1145
H: 3.2413 -1.3018 3.9982  0.1092
H: -2.3268 0.2440 1.0416  0.1261
H: -4.0497 -1.7860 0.8809  0.0872
H: -4.8635 -2.1127 -0.6773  0.1028
H: -4.0994 -3.4447 0.2254  0.1033
H: -2.7867 -4.0275 -3.4613  0.0831
H: -3.5144 -4.5592 -1.9130  0.1064
H: -4.2575 -3.2234 -2.8350  0.1074
H: 1.0148 -0.1668 -0.9351  0.0956
H: 2.3337 -0.9159 -2.9423  0.1093
H: 1.3870 -2.5794 -4.5261  0.1091
H: -0.9434 -3.5156 -4.1358  0.1064
C: 1.4894 5.1842 -1.3421  -0.2105
C: 0.1610 4.8698 -2.0295  -0.1929
C: -0.5600 3.6594 -1.4232  -0.2351
N: 0.2817 2.5170 -1.1213  -0.0757
C: 1.6380 2.7192 -0.6575  -0.2437
C: 2.3611 3.9294 -1.2698  -0.1904
H: 2.0179 5.9559 -1.9085  0.1097
H: 1.3116 5.5810 -0.3342  0.1116
H: -0.5029 5.7355 -1.9606  0.1098
H: 0.3636 4.6825 -3.0922  0.1146
H: -1.0822 4.0091 -0.5107  0.1054
H: -1.3448 3.3296 -2.1186  0.1121
H: -0.2017 1.7104 -0.7450  0.0743
H: 1.6753 2.8310 0.4476  0.1033
H: 2.2137 1.8084 -0.8885  0.0999
H: 2.6826 3.6804 -2.2907  0.1154
H: 3.2560 4.1310 -0.6739  0.1092

---

Record-wise ΔE to the lowest compared entry with this formula, charge and spin values, in kcal/mol: 70.0; 30.9; 111.4; 24.4; 0.0
Record-wise strongest force on any atom values, in Eh/bohr: 0.1117; 0.0420; 0.1778; 0.0793; 0.0367